Molecular formula: C34H39CrN5O4P2
Method: DFT, wB97M-V/def2-TZVPD

The gap between HOMO and LUMO (spin up / spin down) comes out at 7.4 / 7.3 eV. The strongest force on any atom comes out at 5.09 eV/A. As for the LUMO energy (spin up / spin down): -0.99 / -1.03 eV. As for the multiplicity: 5. For the energy above the lowest of the compared OMol25 structures with the same formula, charge and spin, the calculation gives 16.8 kJ/mol.

Last column: Mulliken charge in e.
CARTESIAN COORDINATES (ANGSTROEM)
Cr: -0.214 -1.719 -0.168  -0.769
C: -1.129 3.234 2.974  -0.726
C: -1.247 2.805 1.710  0.025
C: -0.234 2.908 0.604  0.331
C: 1.045 2.087 0.865  1.814
C: 2.161 2.843 1.504  -0.698
C: 2.078 4.094 1.989  -0.662
C: 0.864 4.775 2.557  -0.967
C: 0.094 3.858 3.551  -0.530
C: 1.470 -2.774 0.582  -1.582
H: -1.948 3.029 3.683  0.364
H: -2.076 2.121 1.483  0.170
H: 0.016 3.954 0.392  0.651
H: -0.674 2.498 -0.316  -0.858
H: 0.797 1.226 1.497  -0.530
H: 1.409 1.607 -0.063  -0.576
H: 3.124 2.304 1.512  0.361
H: 2.990 4.699 2.017  0.380
H: 0.180 5.154 1.780  0.357
H: 1.225 5.659 3.111  0.422
H: 0.784 3.093 3.958  0.233
H: -0.214 4.458 4.421  0.439
H: 2.028 -2.190 1.327  0.271
H: 2.222 -3.322 0.011  0.504
H: 0.818 -3.504 1.098  0.377
P: 1.439 -1.416 -1.656  1.640
P: -2.001 -0.821 -1.442  0.523
N: 2.668 -0.174 -1.743  0.744
N: 2.369 -2.642 -2.631  0.595
N: -2.115 0.798 -2.256  1.048
N: -3.631 -1.283 -2.059  0.247
C: 0.287 -0.943 -2.998  -1.102
C: -1.040 -1.689 -2.763  -2.111
C: 3.839 -0.236 -0.966  -0.584
C: 4.827 0.508 -1.592  -0.732
C: 4.270 1.036 -2.805  -0.817
C: 2.961 0.587 -2.889  -0.580
C: 2.735 -3.929 -2.252  -0.533
C: 3.193 -4.622 -3.362  -0.596
C: 3.087 -3.741 -4.487  -0.941
C: 2.639 -2.518 -4.002  -0.124
C: -2.475 2.010 -1.665  -1.130
C: -2.426 3.024 -2.620  -0.642
C: -2.002 2.420 -3.849  -0.961
C: -1.880 1.056 -3.613  -0.422
C: -4.494 -0.553 -2.901  -0.373
C: -5.201 -1.435 -3.709  -0.597
C: -4.815 -2.765 -3.322  -0.619
C: -3.856 -2.643 -2.327  -0.446
H: 0.660 -1.202 -3.998  0.335
H: 0.179 0.153 -2.931  0.706
H: -1.635 -1.772 -3.685  0.683
H: -0.871 -2.724 -2.374  0.667
H: 3.841 -0.784 -0.033  0.401
H: 5.840 0.645 -1.242  0.466
H: 4.766 1.651 -3.542  0.452
H: 2.200 0.767 -3.638  0.475
H: 2.652 -4.269 -1.237  0.496
H: 3.551 -5.642 -3.351  0.433
H: 3.281 -3.982 -5.524  0.429
H: 2.466 -1.584 -4.522  0.350
H: -2.732 2.048 -0.616  0.757
H: -2.671 4.066 -2.466  0.517
H: -1.801 2.913 -4.792  0.466
H: -1.575 0.267 -4.289  0.413
H: -4.531 0.528 -2.858  0.378
H: -5.890 -1.154 -4.493  0.438
H: -5.189 -3.691 -3.732  0.447
H: -3.296 -3.398 -1.792  0.399
O: -0.272 -0.441 1.552  0.277
C: -0.862 -1.314 2.313  0.478
O: -1.418 -2.327 1.790  -0.784
C: -0.793 -1.149 3.822  0.058
C: -1.542 -2.027 4.625  -0.312
C: -1.555 -1.876 6.007  -0.452
C: -0.793 -0.847 6.593  -0.193
C: 0.044 -0.031 5.809  -0.487
C: 0.038 -0.182 4.427  -0.071
N: -0.993 -0.533 7.974  0.934
O: -1.814 -1.226 8.621  -0.585
O: -0.366 0.422 8.489  -0.582
H: -2.076 -2.853 4.159  0.456
H: -2.168 -2.509 6.641  0.474
H: 0.670 0.708 6.302  0.469
H: 0.707 0.422 3.815  0.326



Molecular formula: C34H40BCuN9O2
Method: DFT, wB97M-V/def2-TZVPD

The gap between HOMO and LUMO comes out at 6.7 eV. The strongest force on any atom comes out at 0.80 eV/A. As for the LUMO energy: 2.55 eV. As for the net charge: -1.

Last column: Mulliken charge in e.
CARTESIAN COORDINATES (ANGSTROEM)
Cu: 0.349 0.697 -0.510  -1.420
C: -2.639 2.575 -0.932  -1.008
C: -2.621 1.905 -2.304  0.458
C: -1.712 2.653 -3.286  -1.302
C: -2.240 0.451 -2.227  0.271
C: -2.836 -0.560 -3.000  -1.462
C: -2.213 -1.720 -2.606  -0.194
N: -1.325 -1.415 -1.648  0.306
N: -1.323 -0.086 -1.412  0.530
B: -0.476 -2.472 -0.913  0.020
N: -0.983 -2.748 0.518  0.336
C: -1.468 -3.944 0.911  -0.225
C: -1.845 -3.842 2.229  -1.448
C: -1.544 -2.511 2.572  0.415
N: -1.025 -1.865 1.533  -0.016
C: -1.751 -1.843 3.903  0.431
C: -0.408 -1.424 4.513  -1.254
C: -2.716 -0.659 3.771  -1.204
N: 1.022 -2.109 -0.959  0.371
C: 1.978 -2.957 -1.370  -0.185
C: 3.196 -2.337 -1.222  -1.506
C: 2.893 -1.061 -0.718  0.473
N: 1.569 -0.940 -0.567  0.508
C: 3.923 -0.021 -0.364  0.335
C: 4.180 0.923 -1.544  -1.223
C: 3.557 0.753 0.901  -1.657
H: -2.956 3.616 -1.023  0.402
H: -1.645 2.552 -0.494  -0.290
H: -3.319 2.053 -0.255  0.337
H: -3.638 1.922 -2.708  0.533
H: -0.686 2.642 -2.925  0.067
H: -2.036 3.692 -3.398  0.387
H: -1.735 2.176 -4.269  0.423
H: -3.605 -0.438 -3.745  0.449
H: -2.359 -2.738 -2.925  0.472
H: -0.603 -3.503 -1.518  -0.226
H: -1.517 -4.782 0.235  0.444
H: -2.273 -4.608 2.855  0.411
H: -2.209 -2.580 4.570  0.324
H: 0.150 -0.810 3.809  0.172
H: 0.199 -2.304 4.734  0.380
H: -0.556 -0.865 5.440  0.378
H: -2.367 0.029 3.003  0.100
H: -2.806 -0.122 4.720  0.384
H: -3.707 -1.009 3.478  0.383
H: 1.733 -3.947 -1.718  0.474
H: 4.171 -2.732 -1.453  0.440
H: 4.847 -0.577 -0.172  0.473
H: 3.281 1.497 -1.763  0.085
H: 4.454 0.357 -2.437  0.386
H: 4.993 1.615 -1.310  0.383
H: 2.641 1.316 0.738  0.188
H: 4.354 1.450 1.168  0.472
H: 3.391 0.070 1.737  0.351
C: -5.825 3.863 1.815  -0.673
O: -5.265 4.508 2.935  -0.487
C: -4.074 5.146 2.748  0.903
C: -3.414 5.231 1.529  -0.117
C: -2.182 5.860 1.452  -0.109
C: -1.590 6.432 2.579  -0.599
C: -2.298 6.391 3.785  -0.034
C: -3.511 5.742 3.872  -0.662
N: -0.397 7.180 2.539  -0.678
N: 0.597 6.887 1.826  -0.528
C: 0.807 5.678 1.182  -0.100
C: 1.497 5.784 -0.032  -0.264
C: 1.638 4.737 -0.919  -1.172
C: 1.125 3.455 -0.619  1.151
O: 1.144 2.477 -1.420  -0.591
C: 0.585 3.284 0.724  0.513
N: 0.268 2.014 1.055  0.376
C: -0.176 1.749 2.265  -1.175
C: -0.301 2.740 3.242  -0.681
C: 0.011 4.039 2.926  -0.821
C: 0.432 4.364 1.621  0.600
H: -6.746 3.400 2.164  0.262
H: -5.162 3.087 1.421  0.215
H: -6.062 4.572 1.016  0.324
H: -3.842 4.790 0.639  0.218
H: -1.671 5.907 0.499  0.349
H: -1.862 6.866 4.656  0.424
H: -4.054 5.687 4.808  0.414
H: 1.865 6.770 -0.291  0.409
H: 2.124 4.879 -1.875  0.490
H: -0.411 0.712 2.456  0.707
H: -0.631 2.477 4.239  0.559
H: -0.047 4.806 3.684  0.645



Molecular formula: C34H40CaN4O3P2
Method: DFT, wB97M-V/def2-TZVPD

The gap between HOMO and LUMO comes out at 4.6 eV. The strongest force on any atom comes out at 4.02 eV/A. As for the LUMO energy: -0.56 eV.

Last column: Mulliken charge in e.
CARTESIAN COORDINATES (ANGSTROEM)
Ca: -0.285 1.798 0.037  1.709
C: -1.670 1.807 -4.398  -0.379
C: -1.741 0.476 -4.208  -0.682
C: -0.772 -0.563 -4.686  -0.499
C: 0.734 -0.257 -4.502  -1.378
C: 1.130 0.554 -3.288  1.060
C: 0.731 1.784 -2.911  0.509
C: 0.575 2.853 -3.943  -1.789
C: -0.514 2.548 -5.005  -0.758
C: 1.916 1.358 2.222  -1.604
H: -2.579 2.423 -4.300  0.614
H: -2.726 0.052 -3.938  0.485
H: -0.919 -0.824 -5.750  0.384
H: -1.008 -1.490 -4.148  0.319
H: 1.230 -1.244 -4.391  0.341
H: 1.136 0.148 -5.449  0.536
H: 2.044 0.142 -2.843  -0.325
H: 0.789 2.126 -1.871  0.398
H: 1.529 3.045 -4.489  0.285
H: 0.312 3.792 -3.432  0.408
H: -0.886 3.509 -5.394  0.483
H: -0.045 2.017 -5.845  0.362
H: 1.379 2.210 2.682  0.270
H: 2.972 1.617 2.063  0.576
H: 1.812 0.462 2.862  0.184
P: 1.826 -0.485 0.310  0.046
P: -1.270 -1.775 0.818  -0.171
N: 2.967 0.643 -0.628  1.131
N: 3.074 -1.632 0.687  0.860
N: -2.011 -0.128 0.077  0.148
N: -2.771 -2.539 0.736  0.465
C: 0.861 -1.349 -1.038  1.278
C: -0.382 -2.240 -0.707  -1.670
C: 3.089 2.029 -0.458  -0.502
C: 4.109 2.508 -1.272  -1.003
C: 4.598 1.400 -2.025  -0.862
C: 3.892 0.268 -1.613  -0.642
C: 4.121 -1.357 1.582  -0.486
C: 4.909 -2.494 1.704  -0.653
C: 4.343 -3.505 0.862  -0.655
C: 3.217 -2.958 0.253  -0.518
C: -2.705 0.795 0.866  -0.394
C: -2.971 1.926 0.119  -1.436
C: -2.497 1.682 -1.205  -0.237
C: -1.937 0.400 -1.199  0.193
C: -3.621 -2.689 -0.369  -0.086
C: -4.810 -3.237 0.079  -0.740
C: -4.711 -3.385 1.504  -0.555
C: -3.477 -2.919 1.896  -0.486
H: 1.568 -1.932 -1.660  1.287
H: 0.468 -0.553 -1.711  -3.047
H: -1.090 -2.256 -1.554  0.326
H: -0.060 -3.280 -0.528  0.596
H: 2.518 2.549 0.295  0.488
H: 4.450 3.530 -1.311  0.472
H: 5.355 1.432 -2.792  0.459
H: 3.926 -0.747 -1.979  0.611
H: 4.198 -0.396 2.039  0.369
H: 5.777 -2.595 2.330  0.445
H: 4.699 -4.506 0.726  0.463
H: 2.515 -3.366 -0.443  0.386
H: -3.065 0.510 1.856  0.576
H: -3.535 2.799 0.446  0.484
H: -2.609 2.313 -2.077  0.345
H: -1.627 -0.237 -2.038  -0.178
H: -3.271 -2.430 -1.356  0.350
H: -5.646 -3.490 -0.543  0.452
H: -5.470 -3.787 2.153  0.450
H: -2.992 -2.838 2.852  0.463
O: -1.961 2.875 5.115  -0.724
C: -1.655 1.618 5.471  0.448
C: -1.914 1.200 6.787  -0.604
C: -1.568 -0.091 7.181  -0.344
C: -0.975 -0.976 6.270  -1.051
C: -0.743 -0.588 4.951  -0.374
C: -1.061 0.724 4.554  0.018
C: -0.857 1.197 3.153  0.093
O: -0.566 0.325 2.275  1.137
O: -0.972 2.449 2.829  -0.845
H: -1.614 2.964 4.169  0.321
H: -2.439 1.897 7.447  0.412
H: -1.693 -0.367 8.232  0.347
H: -0.712 -1.982 6.600  0.384
H: -0.370 -1.267 4.207  0.453



Molecular formula: C34H40Cl2MnN6O3Se
Method: DFT, wB97M-V/def2-TZVPD

The gap between HOMO and LUMO (spin up / spin down) comes out at 6.5 / 6.5 eV. The strongest force on any atom comes out at 2.06 eV/A. As for the LUMO energy (spin up / spin down): 0.49 / 0.44 eV. As for the multiplicity: 6. For the energy above the lowest of the compared OMol25 structures with the same formula, charge and spin, the calculation gives 94.7 kJ/mol.

Last column: Mulliken charge in e.
CARTESIAN COORDINATES (ANGSTROEM)
Mn: 0.103 -1.082 0.727  -0.414
Cl: 1.296 -1.167 2.796  -0.066
C: 3.073 -1.030 2.690  -0.564
Cl: 3.554 -0.904 0.995  -0.077
H: 3.507 -1.934 3.115  0.457
H: 3.379 -0.128 3.216  0.380
C: 1.337 7.196 0.410  -0.988
O: 0.999 5.854 0.162  -0.351
C: 0.059 5.583 -0.800  0.633
C: -0.602 6.530 -1.563  -0.473
C: -1.536 6.135 -2.510  -0.726
C: -1.831 4.798 -2.682  -1.338
C: -1.190 3.841 -1.913  0.543
C: -0.228 4.215 -0.984  -0.150
N: 0.445 3.313 -0.166  0.130
C: 0.478 1.934 -0.286  -0.148
N: 0.573 1.475 -1.540  0.072
C: 0.705 0.182 -2.077  0.697
C: 0.687 -0.996 -1.313  -0.531
C: 0.809 -2.179 -2.064  0.118
C: 0.922 -2.196 -3.441  -0.965
C: 0.944 -1.011 -4.159  -0.585
C: 0.841 0.185 -3.476  1.060
O: 0.788 1.429 -4.101  -0.391
C: 1.711 1.665 -5.134  -0.991
N: 0.465 1.178 0.775  1.222
C: 0.719 1.782 2.031  -1.039
C: 2.063 2.071 2.306  -0.561
C: 2.478 2.554 3.529  -1.069
C: 1.538 2.794 4.519  -0.604
C: 0.205 2.554 4.255  -0.490
C: -0.236 2.050 3.029  0.853
O: -1.583 1.853 2.978  -0.504
C: -2.236 1.690 1.736  -0.176
H: 2.106 7.171 1.181  0.243
H: 0.477 7.765 0.777  0.393
H: 1.742 7.681 -0.484  0.360
H: -0.397 7.581 -1.433  0.421
H: -2.036 6.884 -3.105  0.393
H: -2.567 4.488 -3.406  0.436
H: -1.460 2.803 -2.027  0.332
H: 0.752 3.689 0.723  0.478
H: 0.632 2.183 -2.266  0.440
H: 0.792 -3.132 -1.542  0.078
H: 0.991 -3.133 -3.979  0.391
H: 1.013 -1.033 -5.237  0.271
H: 1.658 0.909 -5.920  0.343
H: 2.736 1.703 -4.745  0.360
H: 1.449 2.634 -5.558  0.237
H: 2.784 1.874 1.523  0.647
H: 3.527 2.736 3.704  0.533
H: 1.841 3.167 5.486  0.413
H: -0.551 2.745 5.002  0.461
H: -3.291 1.574 1.977  0.243
H: -1.885 0.796 1.201  -0.009
H: -2.111 2.582 1.112  0.215
C: 2.702 -5.818 -0.867  -0.834
N: 1.549 -6.313 -0.173  0.276
C: 0.923 -7.516 -0.353  -0.473
C: -0.136 -7.555 0.490  -0.399
N: -0.155 -6.377 1.185  0.200
C: -1.114 -5.968 2.170  -0.885
C: 0.885 -5.617 0.776  -0.200
Se: 1.332 -3.988 1.445  -0.344
H: 3.353 -6.643 -1.151  0.347
H: 3.237 -5.138 -0.202  0.303
H: 2.402 -5.262 -1.758  0.277
H: 1.278 -8.241 -1.057  0.474
H: -0.867 -8.320 0.653  0.411
H: -1.686 -6.830 2.504  0.323
H: -1.789 -5.217 1.752  0.314
H: -0.592 -5.522 3.019  0.332
C: -2.124 -2.398 2.798  -1.059
C: -2.758 -1.987 1.509  0.302
C: -4.097 -2.035 1.171  -1.121
C: -4.195 -1.507 -0.124  -0.861
C: -2.913 -1.167 -0.512  0.140
C: -2.520 -0.558 -1.818  -0.729
N: -2.022 -1.455 0.488  0.651
H: -2.615 -3.282 3.201  0.406
H: -2.203 -1.601 3.542  0.189
H: -1.064 -2.620 2.635  0.088
H: -4.894 -2.389 1.797  0.506
H: -5.092 -1.369 -0.700  0.478
H: -3.417 -0.262 -2.361  0.419
H: -1.958 -1.264 -2.433  0.139
H: -1.892 0.320 -1.662  -0.311



Molecular formula: C34H40ClKN6OPS2
Method: DFT, wB97M-V/def2-TZVPD

The gap between HOMO and LUMO comes out at 6.6 eV. The strongest force on any atom comes out at 0.14 eV/A. As for the LUMO energy: 2.26 eV. As for the net charge: -1. For the energy above the lowest of the compared OMol25 structures with the same formula, charge and spin, the calculation gives 0.0 kJ/mol.

Last column: Mulliken charge in e.
CARTESIAN COORDINATES (ANGSTROEM)
K: 0.171 -0.946 -0.695  0.800
Cl: 4.837 -0.553 5.036  -0.282
C: 3.565 -0.124 3.912  0.084
C: 2.266 0.078 4.383  -0.778
C: 1.267 0.417 3.506  -0.526
C: 1.488 0.567 2.102  -0.289
O: 0.515 0.857 1.324  -0.110
C: 2.835 0.361 1.656  1.001
C: 3.271 0.538 0.280  -0.426
N: 2.531 0.806 -0.724  0.031
C: 3.148 1.109 -1.940  -0.564
C: 4.181 2.011 -2.029  -0.168
C: 4.750 2.354 -3.274  -0.698
C: 4.281 1.800 -4.428  -0.936
C: 3.210 0.873 -4.379  0.916
C: 2.676 0.268 -5.540  -0.662
C: 1.648 -0.617 -5.424  -1.014
C: 1.143 -0.906 -4.136  -0.070
N: 1.608 -0.365 -3.041  0.506
C: 2.633 0.522 -3.141  0.053
C: 3.838 0.020 2.577  -1.027
H: 2.056 -0.036 5.439  0.402
H: 0.254 0.564 3.860  0.353
H: 4.357 0.431 0.137  0.416
H: 4.533 2.492 -1.125  0.579
H: 5.559 3.073 -3.303  0.370
H: 4.707 2.062 -5.389  0.357
H: 3.096 0.520 -6.508  0.388
H: 1.214 -1.100 -6.289  0.410
H: 0.334 -1.618 -4.011  0.295
H: 4.850 -0.131 2.219  0.388
S: -0.912 2.100 -2.416  -0.353
C: -1.503 2.904 -1.086  0.210
N: -0.925 2.689 0.146  0.380
C: -1.364 3.244 1.279  -0.015
C: -2.421 4.106 1.248  -0.661
C: -2.976 4.329 -0.025  -0.133
N: -2.559 3.775 -1.135  -0.553
H: -0.153 2.004 0.255  0.171
H: -0.831 2.939 2.169  0.384
H: -2.808 4.572 2.139  0.422
H: -3.823 5.003 -0.128  0.390
C: -5.823 -2.370 -0.140  -1.772
C: -4.370 -2.333 0.331  0.554
C: -3.678 -3.669 0.044  -1.326
P: -3.266 -0.944 -0.249  0.693
C: -3.799 -0.395 -1.944  1.757
C: -3.652 -1.560 -2.927  -1.558
C: -5.114 0.354 -2.148  -1.607
C: -3.749 0.464 0.876  1.838
C: -5.215 0.605 1.286  -1.931
C: -2.878 0.379 2.133  -1.753
H: -6.344 -3.199 0.348  0.493
H: -5.883 -2.540 -1.215  0.238
H: -6.366 -1.453 0.089  0.268
H: -4.373 -2.195 1.420  0.417
H: -3.521 -3.825 -1.026  0.192
H: -4.280 -4.501 0.422  0.544
H: -2.698 -3.714 0.517  0.073
H: -2.998 0.317 -2.178  -0.678
H: -4.470 -2.277 -2.826  0.210
H: -2.716 -2.105 -2.784  0.216
H: -3.675 -1.182 -3.953  0.475
H: -5.985 -0.251 -1.894  0.216
H: -5.203 0.637 -3.201  0.495
H: -5.147 1.276 -1.567  0.246
H: -3.456 1.358 0.310  -0.808
H: -5.529 -0.246 1.895  0.363
H: -5.892 0.680 0.438  0.346
H: -5.344 1.503 1.900  0.463
H: -3.080 -0.550 2.676  0.353
H: -3.104 1.207 2.813  0.451
H: -1.812 0.402 1.897  0.375
C: -1.513 -7.474 0.757  -1.237
C: -0.949 -6.086 0.636  0.895
C: -0.528 -5.371 1.754  -0.851
C: -0.034 -4.103 1.503  -0.170
N: 0.046 -3.580 0.291  -0.096
C: -0.381 -4.341 -0.760  -0.052
S: -0.298 -3.681 -2.339  -0.528
N: -0.879 -5.590 -0.589  -0.528
H: -1.624 -7.776 1.799  0.343
H: -0.858 -8.183 0.250  0.288
H: -2.483 -7.519 0.261  0.279
H: -0.587 -5.777 2.755  0.333
H: 0.312 -3.472 2.319  0.442



Question: Among the records above, which one has the highest strongest force on any atom?
Answer: C34H39CrN5O4P2



Question: Among the records above, which one has the lowest strongest force on any atom?
Answer: C34H40ClKN6OPS2